Entry 1:
85
Properties=species:S:1:pos:R:3:forces:R:3 method="wB97M-V/def2-TZVPD" lumo_energy_ev=2.216 orbital_gap_ha=0.2337 charge=-1
Br 11.28196 0.20077 22.66810 0.02 -0.08 0.02
C 17.13038 -2.10103 21.13429 2.18 -1.48 -1.71
O 18.20601 -2.51688 20.77024 2.04 -0.33 -0.63
N 16.29203 -1.49561 20.32073 -2.54 1.58 -1.15
N 16.68771 -2.32140 22.33488 -2.06 -0.18 3.77
H 16.38442 -1.55141 19.31651 0.20 -0.05 0.46
H 15.36695 -1.39279 20.71283 -0.16 0.38 -0.74
H 15.71795 -2.10922 22.52098 0.26 -0.11 0.50
H 17.21056 -2.84802 23.02001 -0.04 0.25 -0.48
C 11.00278 -3.37219 16.54264 -1.03 5.75 1.29
O 10.75268 -2.17519 16.33729 0.15 -0.86 -0.40
N 11.08505 -4.30034 15.69120 0.34 -4.21 -5.73
N 11.20201 -3.85095 17.72903 0.56 -0.84 4.77
H 11.27354 -5.23860 16.01403 -0.08 0.24 -0.74
H 11.06402 -4.07433 14.70704 0.00 -0.27 0.26
H 11.47346 -4.81706 17.84335 -0.13 0.52 0.55
H 11.04739 -3.23856 18.51717 0.20 -0.31 0.00
C 5.28963 2.24603 21.28865 -1.28 0.17 1.85
C 5.78023 3.09149 20.14972 -0.87 1.97 0.94
C 6.56778 4.29427 20.82012 0.17 0.53 -0.93
O 5.77407 5.43819 21.12001 -1.36 0.02 0.29
C 6.46221 6.66936 21.19259 2.06 -0.79 0.30
N 6.74304 2.29897 19.40582 0.21 0.65 0.48
H 4.38163 1.66574 21.12470 0.49 -0.76 -0.67
H 4.94192 2.76227 22.18346 -0.01 1.02 -0.08
H 6.13422 1.71944 21.73302 -0.10 -0.73 -0.37
H 4.95801 3.47977 19.54864 0.05 0.07 -0.12
H 7.39332 4.66872 20.21484 0.06 -0.36 -0.70
H 7.07260 3.88209 21.69383 -0.14 0.06 0.56
H 7.13135 6.75986 20.33694 -0.32 0.37 -0.60
H 7.20146 6.65504 21.99348 0.07 -0.25 0.59
H 5.93120 7.60052 21.39018 -0.97 -0.63 -0.46
H 7.35162 2.36648 20.20904 2.05 -0.93 -0.59
H 6.42720 1.34620 19.51786 -0.08 -0.44 -0.49
C 7.94424 -2.87320 27.41642 -0.99 0.15 1.18
C 7.93483 -4.12791 26.58019 -0.46 2.07 -0.01
C 7.05012 -3.89996 25.32176 1.19 -1.72 0.34
O 7.28349 -5.08960 24.55375 -0.83 -0.75 -0.17
C 6.65673 -5.09865 23.28696 0.50 0.12 -0.15
N 9.28622 -4.32036 26.18263 0.78 -1.05 -0.69
H 6.92589 -2.69865 27.76369 -0.17 0.34 0.09
H 8.30405 -1.95717 26.94788 0.10 -0.22 -0.34
H 8.53048 -3.05747 28.31669 0.18 0.10 -0.06
H 7.64097 -4.93429 27.25211 -0.44 -0.29 -0.48
H 7.51277 -3.11082 24.72903 -0.39 0.68 0.23
H 5.99855 -3.74372 25.56241 -0.15 0.07 -0.20
H 7.01182 -4.22212 22.74501 -0.65 0.40 -0.18
H 5.57601 -5.22456 23.35248 -0.21 0.60 0.08
H 6.97009 -5.92469 22.64854 0.47 -0.38 0.55
H 9.20886 -5.05821 25.49729 0.63 -0.48 -0.19
H 9.51764 -3.52171 25.60932 0.50 0.40 -0.02
C 11.41809 5.75354 26.96691 -1.61 -1.06 1.13
C 11.80848 4.66927 28.02940 0.81 1.67 -1.65
C 10.65862 3.83354 28.50147 -0.17 1.21 -0.20
O 9.87163 4.79136 29.14725 -2.35 -0.93 1.57
C 8.54993 4.29307 29.45477 -0.29 1.70 -0.26
N 12.81677 3.84100 27.39626 0.19 -0.74 0.74
H 10.63731 6.41614 27.34032 0.26 0.24 0.38
H 10.82863 5.13128 26.29356 0.44 0.31 -1.09
H 12.21749 6.35534 26.53458 0.08 -0.58 -0.02
H 12.19415 5.20513 28.89671 0.37 -0.28 0.18
H 11.01572 3.05305 29.17335 -0.03 -0.23 0.21
H 10.08589 3.39105 27.68644 0.10 -0.26 -0.31
H 8.02777 4.03760 28.53272 0.14 -0.55 -0.08
H 7.96586 5.12810 29.84166 0.25 0.44 -0.05
H 8.38695 3.56242 30.24703 0.93 -0.64 -0.21
H 12.69670 2.98597 27.92029 0.97 -0.66 0.16
H 12.47974 3.53001 26.49636 -0.08 0.33 -0.57
C 13.47132 5.74939 18.23208 0.11 1.93 1.27
C 12.54708 5.75853 16.98771 0.65 0.14 1.80
C 13.11369 6.58731 15.78154 -0.23 0.80 -0.45
O 12.21125 6.88405 14.67512 0.18 -1.27 -0.74
C 12.86547 7.33346 13.48654 -0.33 1.06 0.44
N 12.22108 4.33594 16.83100 0.33 -0.11 -2.11
H 12.98357 5.39192 19.13895 -0.85 -0.76 -0.43
H 13.57868 6.75918 18.62815 0.82 0.57 -0.44
H 14.42534 5.22782 18.30896 0.16 0.06 -1.01
H 11.73754 6.38795 17.35728 -0.72 -0.51 -0.32
H 14.09043 6.27005 15.41626 -0.02 -0.64 -0.14
H 13.25829 7.63074 16.06162 0.58 -0.15 1.34
H 13.51892 8.19257 13.63839 0.79 -0.11 0.82
H 12.16530 7.88105 12.85567 -0.76 -0.81 -0.07
H 13.41321 6.60547 12.88812 -0.16 -0.44 0.30
H 12.11762 3.80182 17.68195 -0.80 0.79 0.72
H 13.14237 3.98172 16.61688 0.25 -0.55 -0.95


Entry 2:
8
Properties=species:S:1:pos:R:3:forces:R:3 method="wB97M-V/def2-TZVPD" multiplicity=3 lumo_energy_ev="0.602 / -3.501" orbital_gap_ha="0.3249 / 0.2685"
C -0.96083 0.05265 -0.01311 1.38 0.34 -0.21
C -0.00983 1.10757 0.00907 -2.03 -0.57 -0.35
N -2.31984 0.14916 0.06514 0.73 -5.07 1.55
O -0.17451 2.31552 -0.04086 -0.27 0.62 -0.07
O -3.07858 0.99288 -0.00635 -3.68 4.72 -0.87
F -2.92720 -1.26842 -0.03974 0.74 0.96 -0.29
H -0.63648 -0.94174 0.16236 0.34 -0.64 -0.06
H 0.88419 0.60271 0.13818 2.79 -0.35 0.30


Entry 3:
97
Properties=species:S:1:pos:R:3:forces:R:3 method="wB97M-V/def2-TZVPD" lumo_energy_ev=-0.342 orbital_gap_ha=0.1291 charge=-1
C 4.24294 -1.86547 -0.29607 -1.74 0.72 -1.23
C 3.34163 -1.37865 -0.95572 1.52 -1.09 1.05
C 2.25402 -0.92237 -1.80378 -0.08 -0.17 0.57
C 1.93543 0.55699 -1.56300 0.34 2.21 0.18
C 1.35095 0.81291 -0.15532 -1.01 -1.44 -0.36
C -0.11205 1.25990 -0.08786 0.61 0.22 0.48
C -0.35490 2.72364 -0.44227 -1.01 0.27 0.80
C -1.57796 3.27527 0.31472 0.06 -0.09 -0.52
C -2.86468 2.52475 -0.01766 -0.07 0.69 -0.14
C -3.56494 3.04021 -1.28050 -0.86 -0.96 0.37
C -5.05368 2.57588 -1.25910 0.23 0.94 -0.52
C -5.52986 1.99289 -2.59104 0.70 -0.12 0.12
C -5.24807 0.49369 -2.79231 -1.04 0.00 0.23
C -5.44263 -0.40136 -1.54683 0.66 -0.38 -0.42
C -4.08786 -0.99087 -1.09039 -0.21 -0.34 -0.74
C -3.87412 -2.38888 -1.71871 0.04 0.00 0.85
C -4.30878 -3.50680 -0.74170 0.18 0.04 -0.46
C 1.17668 1.07536 -2.82961 1.78 -1.00 -0.84
O 2.26338 1.17883 -3.75034 -0.25 0.03 -0.19
B 3.27582 1.91275 -2.98179 0.56 0.30 0.75
O 3.10636 1.34330 -1.58243 0.18 -0.59 -0.28
H 5.01092 -2.42942 0.14845 0.39 -0.10 0.29
H 1.37778 -1.53472 -1.57040 -0.14 -0.03 -0.03
H 2.53526 -1.12586 -2.83092 0.01 0.33 -0.30
H 2.00291 1.46805 0.40347 0.14 0.40 -0.13
H 1.39237 -0.14517 0.37630 0.03 -0.02 0.15
H -0.41981 1.14295 0.95685 -0.09 -0.06 0.10
H -0.74378 0.57114 -0.64716 -0.06 0.02 -0.27
H -0.58941 2.86943 -1.48900 0.45 0.04 -0.32
H 0.48546 3.34370 -0.12966 0.29 -0.15 -0.44
H -1.73435 4.31167 0.00744 0.04 0.19 0.06
H -1.39335 3.31764 1.38694 0.07 -0.28 0.19
H -2.71023 1.45556 -0.14235 0.08 -0.13 0.23
H -3.57398 2.66384 0.79746 -0.07 -0.08 0.19
H -3.12430 2.64825 -2.19582 0.39 0.09 -0.01
H -3.55966 4.12420 -1.31806 0.27 0.21 -0.07
H -5.22372 1.93469 -0.40089 -0.08 -0.29 -0.05
H -5.64627 3.47303 -1.07923 -0.18 0.03 0.18
H -6.57272 2.23660 -2.77773 -0.25 -0.23 0.17
H -4.97014 2.51638 -3.36653 -0.13 0.18 -0.19
H -5.95181 0.14571 -3.54805 0.03 0.02 -0.25
H -4.26428 0.32581 -3.21811 0.26 0.06 0.08
H -5.99821 0.07475 -0.74601 0.03 0.27 0.05
H -6.04378 -1.24933 -1.86863 -0.26 -0.12 0.17
H -3.26617 -0.38202 -1.45770 -0.02 0.46 0.17
H -3.98478 -1.06572 -0.01121 -0.02 0.04 0.15
H -4.40614 -2.48790 -2.66143 -0.05 0.19 -0.16
H -2.81558 -2.48263 -1.94113 0.15 -0.24 -0.09
H -4.76048 -3.06261 0.14070 0.01 -0.09 0.22
H -5.04451 -4.18876 -1.16542 -0.04 -0.06 -0.14
H -3.44352 -4.09817 -0.44527 -0.16 0.04 0.18
H 0.55498 0.27611 -3.24208 -0.78 0.39 0.15
H 0.78186 2.08727 -2.80107 -0.71 -0.17 0.65
H 3.04994 3.13041 -2.83898 -0.25 0.19 -0.37
H 4.43114 1.77805 -3.36434 -0.03 -0.22 -0.31
C 1.84005 7.58830 2.68960 0.15 -0.10 -0.01
C 0.66442 8.15125 2.39217 0.26 0.06 0.34
C -0.09545 7.79084 1.14887 0.04 -0.39 -0.53
O -1.17023 8.33547 0.95745 -0.03 0.23 0.27
C 0.48868 6.82213 0.24389 -0.22 0.20 0.11
C 1.67170 6.25354 0.53382 -0.29 -0.08 -0.40
C 2.42068 6.59557 1.79283 -0.03 0.28 0.40
O 3.47699 6.03885 2.01335 0.03 -0.12 -0.21
O 2.23812 5.36812 -0.26209 0.22 0.16 0.40
O 0.08682 9.06435 3.17221 -0.16 -0.02 -0.18
H 2.39319 7.84004 3.58345 -0.02 0.00 0.01
H -0.06000 6.58240 -0.65586 0.04 -0.05 -0.01
H 3.07464 5.10647 0.16878 0.06 -0.23 -0.20
H -0.74839 9.29824 2.72476 -0.05 0.00 -0.03
C 8.25216 -0.35018 3.50240 0.25 -0.06 0.17
C 7.46479 -0.83254 2.52690 -0.18 0.45 0.17
C 7.80267 -2.11060 1.80747 0.32 -0.24 0.01
O 7.04206 -2.50651 0.95022 -0.04 0.01 0.03
C 9.02943 -2.80610 2.17567 -0.13 -0.02 -0.11
C 9.80953 -2.31676 3.14512 0.04 -0.35 -0.26
C 9.46003 -1.05737 3.88244 -0.44 0.46 0.01
O 10.21147 -0.68335 4.76707 0.25 -0.23 0.01
O 10.94193 -2.90800 3.52300 -0.01 0.20 0.16
O 6.35694 -0.21713 2.14699 0.18 -0.45 -0.13
H 8.02185 0.56455 4.02936 -0.04 0.01 -0.02
H 9.27039 -3.71352 1.64029 0.01 0.00 0.01
H 11.30339 -2.34996 4.23709 0.01 0.03 0.04
H 5.95768 -0.74792 1.42724 -0.16 0.18 -0.08
C -2.55729 -9.19218 0.84727 -0.17 -0.16 -0.02
C -2.13712 -7.92875 0.99893 0.25 -0.38 -0.03
C -3.09922 -6.77573 1.02768 -0.53 0.11 -0.05
O -2.65530 -5.65659 1.18701 0.35 -0.11 0.11
C -4.51775 -7.05797 0.85799 0.11 0.15 0.04
C -4.93447 -8.32008 0.70312 -0.21 0.39 0.00
C -3.97577 -9.47477 0.70112 0.54 -0.11 0.03
O -4.42668 -10.59866 0.57371 -0.29 0.05 -0.03
O -6.21701 -8.63674 0.54234 0.14 -0.25 0.00
O -0.85546 -7.61430 1.13411 -0.19 0.26 0.03
H -1.87519 -10.03013 0.82733 0.02 0.02 0.01
H -5.19886 -6.21852 0.86287 -0.01 -0.01 -0.01
H -6.24128 -9.60811 0.45561 -0.02 -0.05 0.00
H -0.82350 -6.64257 1.22773 0.06 0.03 0.00


Entry 4:
20
Properties=species:S:1:pos:R:3:forces:R:3 method="wB97M-V/def2-TZVPD" lumo_energy_ev=-3.331 orbital_gap_ha=0.2592
O -1.72593 -1.34236 1.95545 0.49 1.75 0.44
C -0.51935 -1.63822 1.71180 0.97 -0.49 0.11
O 0.34310 -2.03254 2.53548 0.17 1.55 0.22
C -0.07094 -1.72002 0.24532 -0.39 -1.29 -1.32
C 0.89040 -0.61158 -0.24677 0.42 -0.66 0.35
C 0.38963 0.83214 -0.36765 0.41 1.80 1.85
C 0.79147 1.58869 -1.63978 -0.92 0.19 -0.51
C -1.15259 0.99196 -0.07607 1.51 0.79 -1.08
H -0.32600 -0.07249 2.47145 -1.11 -2.65 -0.11
H 0.47013 -2.68953 0.14644 -0.21 0.73 0.23
H -0.98182 -1.86724 -0.35727 0.34 0.54 0.06
H 1.74931 -0.71800 0.44086 -0.19 0.44 -0.31
H 1.28470 -0.90665 -1.22346 -0.21 -0.24 0.03
H 0.95458 1.48408 0.45173 -1.27 -1.39 -1.16
H 0.66213 1.08533 -2.59955 -0.04 -0.69 0.18
H 1.80709 1.99769 -1.67130 -0.29 0.04 0.35
H 0.01026 2.35940 -1.69896 0.76 0.51 -0.12
H -1.35722 0.49698 0.84736 -0.91 -0.36 0.16
H -1.44261 2.03388 0.00490 0.45 0.44 0.47
H -1.77633 0.72849 -0.92999 0.03 -1.01 0.15


Let's list total energy in order: -4180.4205, -382.2607, -2477.5553, -386.0828 a.u..